1.
Below is an isolated molecule of C15H18N2O3 in a non-equilibrium geometry, with properties calculated with ωB97M-V/def2-TZVPD.

LUMO (eV): 0.8
Energy (eV): -24968.222
Kohn-Sham gap (eV): 9.1738
Molecular weight (Da): 274.3
HOMO energy (hartree): -0.3089
Energy relative to the best compared isomer or geometry (same formula, charge and spin) (kJ/mol): 304.96
2S+1: 1

Geometry as XYZ:
```
38
Properties=species:S:1:pos:R:3:forces:R:3
N 0.9271 0.7396 2.5793 1.134 0.334 -1.149
O 0.3331 0.6657 6.8413 0.691 -0.380 -0.401
O -1.4818 0.7739 -2.3243 -0.547 0.371 0.267
O -0.1827 -0.6716 -1.1986 0.306 -0.799 0.805
C -0.1821 0.4949 3.2104 -2.070 -0.624 -0.581
C -1.0224 0.6484 6.8423 0.113 -0.202 -3.039
C 0.7649 0.5612 5.5288 -1.315 0.494 0.119
C -1.4742 0.5869 5.5406 0.385 -0.088 0.664
C -1.2176 0.0893 2.2713 0.504 0.056 0.496
C -0.3045 0.5719 4.6730 0.348 -0.254 1.074
C -0.6193 0.1060 1.0370 0.997 0.009 1.392
N 0.6722 0.5405 1.2528 -1.309 -0.540 0.239
C -1.7214 1.0428 -0.9371 0.164 0.317 -0.927
C -1.1767 -0.2015 -0.2958 0.126 -0.049 -0.089
C 1.9668 -1.4830 -3.3739 -0.098 0.211 0.776
C 0.6441 -1.7833 -4.0698 0.403 0.246 -0.075
C 2.1345 0.0215 -3.3153 0.375 1.050 0.769
C -0.5767 -0.9631 -3.6145 0.418 -0.428 0.358
C 0.9395 0.8106 -2.6838 0.046 -0.798 -0.765
C -0.3107 -0.0457 -2.4411 -0.153 1.578 -0.439
H -1.5845 0.6022 7.7385 0.100 0.142 0.796
H 1.8137 0.5048 5.2780 -0.050 0.130 0.548
H -2.5194 0.4677 5.2832 0.199 0.226 -0.168
H -2.2291 -0.2267 2.4909 0.168 0.087 0.017
H 1.3743 0.5690 0.5289 0.173 0.050 0.461
H -2.7918 1.1844 -0.7016 0.473 -0.054 -0.497
H -1.1665 1.9294 -0.6169 -0.022 0.050 -0.001
H -1.9734 -0.9313 -0.2467 -0.167 -0.376 0.334
H 1.9901 -1.9011 -2.3465 -0.107 0.194 -0.458
H 2.8214 -1.9190 -3.9103 -0.343 -0.017 0.050
H 0.8262 -1.5886 -5.1165 -0.131 -0.070 -0.494
H 0.4201 -2.8189 -3.9608 -0.163 -0.895 -0.087
H 2.2930 0.4438 -4.3133 0.093 -0.293 0.001
H 3.0119 0.3068 -2.7118 -0.034 -0.286 -0.414
H -1.3622 -1.6413 -3.3106 -0.360 -0.097 0.034
H -0.9608 -0.3604 -4.4357 0.002 0.141 0.103
H 0.6620 1.5739 -3.3927 -0.240 0.412 -0.137
H 1.2628 1.3004 -1.7788 -0.111 0.152 0.423
```
Forces are in eV/Å.

---

2.
Below is an isolated molecule of C15H18N2O4S in a non-equilibrium geometry, with properties calculated with ωB97M-V/def2-TZVPD.

LUMO (eV): 0.6
Energy (eV): -37852.011
Kohn-Sham gap (eV): 8.5817
Molecular weight (Da): 322.4
HOMO energy (hartree): -0.2943
Energy relative to the best compared isomer or geometry (same formula, charge and spin) (kJ/mol): 197.17
2S+1: 1

Geometry as XYZ:
```
40
Properties=species:S:1:pos:R:3:forces:R:3
C -5.6109 -0.2217 -1.6636 -0.132 -0.030 -0.049
C -4.3664 0.1410 -1.9056 0.228 0.109 0.095
C -3.5461 0.9812 -0.9693 -0.272 0.222 -0.123
N -2.3990 0.2492 -0.4764 0.413 -0.376 -0.046
C -2.3592 -0.3282 0.7378 0.042 -0.001 0.029
N -1.3157 -1.1445 1.0253 0.364 -0.186 -0.069
H -1.2801 -1.4449 1.9872 -0.164 0.036 -0.089
C -0.1627 -1.3915 0.1864 0.109 -0.015 -0.205
C 0.6037 -0.1219 -0.1359 0.012 -0.001 -0.254
C 1.1206 0.0750 -1.4069 -0.135 -0.163 0.156
C 1.8574 1.2121 -1.7322 0.194 0.444 0.131
C 2.0452 2.1396 -0.7377 -0.253 -0.242 0.373
C 1.5239 1.9483 0.5446 0.136 -0.135 -0.506
C 0.8044 0.8274 0.8715 0.190 0.323 0.003
H 0.4005 0.6971 1.8613 -0.113 -0.013 0.171
O 1.8577 3.0129 1.3330 -0.250 -0.393 0.122
C 2.5944 3.8912 0.5095 0.478 1.129 0.353
O 2.7149 3.3310 -0.7815 -0.053 -0.318 -0.353
H 3.5967 4.0462 0.9390 -0.224 -0.122 -0.107
H 2.0739 4.8600 0.4440 0.054 -0.273 -0.017
H 2.2602 1.3610 -2.7195 0.057 0.028 -0.146
H 0.9640 -0.6791 -2.1637 -0.040 -0.110 -0.068
H -0.4901 -1.8635 -0.7521 0.121 0.082 0.124
C 0.7676 -2.3841 0.8976 -0.116 -0.005 -0.261
C 1.8958 -2.7747 -0.0357 -0.192 0.058 0.182
O 1.7522 -3.1191 -1.1781 -0.022 -0.065 -0.133
O 3.0771 -2.6826 0.5730 0.007 0.092 0.382
C 4.2183 -3.0170 -0.2086 0.154 -0.143 -0.346
H 4.3422 -2.2950 -1.0178 0.010 -0.056 0.055
H 5.0695 -2.9851 0.4659 -0.055 0.014 -0.019
H 4.1032 -4.0135 -0.6389 0.049 0.082 0.034
H 1.1881 -1.9462 1.8025 -0.074 0.005 0.027
H 0.2073 -3.2863 1.1534 0.035 -0.035 0.027
S -3.5022 -0.0775 1.9076 -0.580 0.115 0.632
H -1.6995 -0.0075 -1.1560 0.070 0.073 0.066
H -3.1842 1.8789 -1.4834 -0.035 -0.054 0.097
H -4.1411 1.2739 -0.1019 0.124 0.055 -0.162
H -3.8578 -0.1818 -2.8059 -0.028 -0.099 -0.164
H -6.1710 -0.8357 -2.3485 -0.053 -0.119 -0.168
H -6.1200 0.0848 -0.7653 -0.052 0.085 0.227
```
Forces are in eV/Å.

---

3.
Below is an isolated molecule of C15H18N4O2, with properties calculated with ωB97M-V/def2-TZVPD.

LUMO (eV): 0.2
Energy (eV): -25902.238
Kohn-Sham gap (eV): 8.6327
Molecular weight (Da): 286.3
HOMO energy (hartree): -0.3082
Energy relative to the best compared isomer or geometry (same formula, charge and spin) (kJ/mol): 151.13
2S+1: 1

Geometry as XYZ:
```
39
Properties=species:S:1:pos:R:3:forces:R:3
C -6.0072 -2.3613 0.1458 0.066 0.024 0.015
C -5.2048 -1.1096 0.1718 0.151 0.273 -0.025
N -3.9157 -1.1117 0.4599 0.172 -0.779 0.118
N -3.5141 0.1631 0.4076 -0.555 0.303 -0.025
C -4.5278 0.9978 0.0714 -0.174 -0.092 0.010
C -5.6425 0.2035 -0.0826 0.237 0.091 0.009
H -6.6335 0.5183 -0.3390 -0.200 0.140 -0.055
C -4.3584 2.4682 -0.0530 0.067 -0.015 0.045
H -4.0615 2.9056 0.9007 0.009 0.095 0.006
H -5.2992 2.9164 -0.3600 -0.005 0.051 -0.012
H -3.5959 2.7181 -0.7901 0.029 0.098 -0.038
C -2.1336 0.4822 0.6173 0.436 -0.015 -0.166
H -2.0442 1.4966 1.0121 -0.017 -0.115 -0.007
H -1.7393 -0.2271 1.3498 -0.081 0.153 -0.013
C -1.3317 0.3734 -0.6921 0.015 0.193 0.268
C 0.0886 0.8427 -0.4432 -0.238 -0.086 -0.157
O 0.3792 1.9915 -0.2144 -0.067 0.214 0.063
N 1.0142 -0.1643 -0.4695 -0.083 -0.941 -0.177
N 2.3154 0.1072 -0.2501 0.514 0.362 0.146
C 3.1880 -0.8212 -0.3013 -0.660 -0.241 -0.125
C 4.5869 -0.5643 -0.0733 0.434 0.249 0.103
C 5.4969 -1.6242 -0.1591 -0.054 0.182 0.026
C 6.8432 -1.4296 0.0495 0.093 -0.187 -0.022
C 7.3115 -0.1565 0.3539 -0.142 0.020 -0.015
C 6.4371 0.9043 0.4451 -0.116 0.110 0.005
C 5.0678 0.7272 0.2338 0.154 -0.346 -0.044
O 4.2770 1.7990 0.3355 -0.072 0.194 0.026
H 3.3448 1.5494 0.1604 0.036 -0.059 -0.009
H 6.7850 1.8978 0.6802 0.034 0.117 0.026
H 8.3662 0.0039 0.5198 0.087 0.033 0.018
H 7.5299 -2.2589 -0.0226 0.046 -0.073 -0.006
H 5.1230 -2.6104 -0.3958 -0.049 -0.098 -0.023
H 2.9042 -1.8579 -0.5228 -0.035 0.055 0.003
H 0.7350 -1.1263 -0.6666 0.043 0.396 0.053
H -1.3719 -0.6519 -1.0597 -0.044 -0.016 -0.016
H -1.7800 1.0335 -1.4368 0.075 -0.039 -0.013
H -6.8232 -2.3025 0.8649 -0.053 -0.076 0.019
H -5.3717 -3.2060 0.3955 -0.013 -0.095 0.008
H -6.4377 -2.5158 -0.8429 -0.042 -0.077 -0.019
```
Forces are in eV/Å.